(1)
Below is the ion C5H8N2 with charge +2 at a distorted geometry, with properties calculated with ωB97M-V with the def2-TZVPD basis set.

Structure (ORCA input):
```
! wB97M-V def2-TZVPD RIJCOSX def2/J DEFGRID3
* xyz 2 1
C 1.72440 2.20954 1.85840
C -0.38975 -1.10963 1.01607
C 0.03675 0.63684 -0.50934
C -0.84935 -0.51710 -1.09864
C 0.71348 0.16090 0.71121
N -0.98644 -1.42816 -0.03586
N 1.25514 1.21681 1.48870
H 2.37840 2.98910 2.01526
H -0.27553 -1.54457 2.03121
H 0.57855 0.85144 -1.43178
H -0.63252 1.43086 -0.31296
H -1.88833 -0.14344 -1.31677
H -0.39120 -0.84154 -2.03276
H 1.53099 -0.59417 0.67746
H -1.76048 -2.10846 -0.04162
*
```

Values from the calculation:
Relative energy (zero: lowest compared OMol25 entry of this formula, charge and spin) (kJ/mol): 91.0
Gap between HOMO and LUMO (eV): 11.3
E_LUMO (eV): -9.4



(2)
Below is a cluster of 8 separate species, C11H22Cl14O in total at a distorted geometry, with properties calculated with ωB97M-V with the def2-TZVPD basis set.

Structure (ORCA input):
```
! wB97M-V def2-TZVPD RIJCOSX def2/J DEFGRID3
* xyz 0 1
C 0.32138 -3.48473 -1.92591
C 1.85531 -3.23164 -1.82882
C 1.96651 -1.76652 -2.04239
O 0.63888 -1.20802 -2.00477
C -0.22652 -2.20575 -2.47618
H -0.13751 -3.53915 -0.94930
H 0.09386 -4.43338 -2.41751
H 2.40834 -3.80065 -2.53986
H 2.17328 -3.63278 -0.83772
H 2.43586 -1.46486 -2.97915
H 2.54052 -1.21628 -1.28047
H -0.15549 -2.10684 -3.58949
H -1.15516 -1.97455 -2.07574
C 2.35974 2.79712 3.05500
Cl 3.73093 3.92453 3.07569
Cl 2.49827 1.54606 4.29770
H 1.54724 3.45531 3.32911
H 2.29515 2.26003 2.08271
C -2.84244 -2.02494 2.96759
Cl -2.06678 -2.12330 4.57893
Cl -4.43450 -2.78006 2.94137
H -2.92573 -0.94014 2.75995
H -2.18223 -2.58298 2.28702
C 3.70280 3.91569 -0.76305
Cl 2.02120 4.26805 -0.67007
Cl 4.12111 2.20249 -0.51273
H 4.03081 4.20733 -1.76703
H 4.23994 4.42415 -0.01709
C -2.92037 3.60401 -2.60907
Cl -3.06913 1.81618 -2.40499
Cl -1.26459 3.99684 -3.17647
H -3.65115 3.79889 -3.33526
H -3.09457 3.98597 -1.61030
C -0.32306 1.31334 0.06087
Cl -1.14163 -0.07571 0.84785
Cl -1.01526 2.78801 0.61292
H 0.68295 1.33034 0.38227
H -0.42976 1.27866 -1.05220
C 3.91313 -0.79412 1.97672
Cl 2.18049 -0.86538 1.69888
Cl 4.59026 -2.43249 2.30073
H 4.35459 -0.54219 0.99372
H 4.08655 -0.12371 2.82243
C -6.35620 -1.62374 0.41541
Cl -7.35161 -1.47541 -1.02771
Cl -5.15576 -0.36238 0.62205
H -7.01093 -1.56592 1.28218
H -5.87873 -2.53539 0.50220
*
```

Values from the calculation:
Relative energy (zero: lowest compared OMol25 entry of this formula, charge and spin) (kJ/mol): 64.0
Gap between HOMO and LUMO (eV): 10.1
E_LUMO (eV): 0.4



(3)
Below is a cluster of 2 separate species, C7H10O3S2 in total at a distorted geometry, with properties calculated with ωB97M-V with the def2-TZVPD basis set.

Structure (ORCA input):
```
! wB97M-V def2-TZVPD RIJCOSX def2/J DEFGRID3
* xyz 0 1
C -3.51852 -0.25602 0.14997
C -2.28959 -0.06420 -0.57474
C -1.28886 -0.95864 -0.67354
C 1.74881 0.10418 1.35519
C 2.77778 -0.38143 0.33181
C 1.05016 1.32124 0.84413
C 0.87887 0.10346 -1.59184
O -4.29839 0.50869 0.68255
O -1.87327 1.16456 -1.03412
O -1.13739 -2.17927 -0.14088
S 1.91908 -1.24255 -1.02612
S 1.15094 1.71723 -0.95997
H -3.57924 -1.35749 0.21990
H 0.92786 -0.68023 1.31107
H 2.06050 0.30103 2.29325
H 3.18490 0.49644 -0.12688
H 3.53326 -1.09548 0.75466
H 0.00297 1.16926 0.93529
H 1.39569 2.24510 1.34156
H 0.50377 0.05867 -2.65970
H -2.65738 1.80431 -0.89254
H -0.49193 -2.77884 -0.53905
*
```

Values from the calculation:
Relative energy (zero: lowest compared OMol25 entry of this formula, charge and spin) (kJ/mol): 285.3
Gap between HOMO and LUMO (spin up / spin down) (eV): 7.2 / 7.9
E_LUMO (spin up / spin down) (eV): -0.3 / -0.2



(4)
Below is a structure of composition C28H40BBeBr5F4N5NaO13PS3 at a distorted geometry, with properties calculated with ωB97M-V with the def2-TZVPD basis set.

Structure (ORCA input):
```
! wB97M-V def2-TZVPD RIJCOSX def2/J DEFGRID3
* xyz 1 1
C -0.85552 -6.91773 -3.76450
P -1.26460 -5.44875 -4.78602
O -2.85014 -5.12784 -4.42515
C -0.33038 -3.95013 -4.20462
C 0.75893 -3.32434 -5.10814
C 1.17735 -2.11710 -4.18155
C 0.58942 -2.38148 -2.76823
C 1.43458 -1.91657 -1.61859
O 0.87342 -2.45312 -0.46822
N 1.40402 -1.80803 0.79278
O 0.50754 -1.28709 1.26479
N 0.28409 -3.84330 -2.82062
B 1.48715 -4.70468 -2.44634
N 1.22613 -5.88504 -1.62435
O 2.76391 -4.37437 -2.82269
H -1.01380 -6.82251 -2.68875
H 0.23120 -7.11671 -3.92900
H -1.40611 -7.75695 -4.19024
H -2.87472 -4.66561 -3.57419
H -1.11754 -3.18930 -4.16364
H 0.15291 -2.86339 -5.88540
H 1.56073 -3.98649 -5.41044
H 2.26289 -2.19836 -4.05700
H 1.06595 -1.11956 -4.59528
H -0.31666 -1.77268 -2.72603
H 2.50981 -2.12357 -1.75801
H 1.35517 -0.81979 -1.61360
H -0.41022 -4.02179 -2.08293
H 1.81870 -5.82447 -0.79942
H 1.48908 -6.73767 -2.11204
H 3.14116 -5.05070 -3.40086
F -1.63822 -1.77262 0.33725
Be 1.44323 -7.47452 -5.31613
N -0.40422 2.83054 1.63951
S -0.15914 4.25712 2.37678
O 0.59168 5.18633 1.61299
O 0.09557 4.15349 3.77281
F -1.60977 4.80117 2.30136
S 0.83370 1.96860 1.44740
O 0.69801 0.87139 0.58926
O 1.73560 1.52307 2.71151
F 1.84409 2.88730 0.69303
C -3.08158 4.67796 6.06617
C -1.70777 4.53332 5.87958
C -0.83474 5.48131 6.38305
C -1.33090 6.58871 7.06361
C -2.70569 6.74226 7.23771
C -3.57656 5.77777 6.74631
C -3.24455 7.94550 7.93060
O -4.43827 8.08817 8.09318
C -2.27919 8.97691 8.41252
C -2.76737 10.13155 9.01129
C -1.88830 11.09617 9.47425
C -0.51579 10.90956 9.34898
C -0.02193 9.76389 8.74838
C -0.90028 8.79979 8.27180
C -0.35884 7.58936 7.59794
O 0.82939 7.40208 7.46110
H -3.76409 3.93427 5.67597
H -1.31997 3.68248 5.34936
H 0.23277 5.37355 6.24879
H -4.64194 5.89509 6.89097
H -3.83467 10.27449 9.11026
H -2.27181 11.99665 9.93586
H 0.16866 11.66234 9.71763
H 1.04449 9.61496 8.64403
Br 4.95181 -2.81190 -4.41603
C 6.58747 -2.61192 -3.39396
C 6.62789 -3.57117 -2.23381
Br 5.45557 -2.96620 -0.76753
H 6.64595 -1.57179 -3.08764
H 7.39482 -2.82829 -4.09125
H 7.63599 -3.61490 -1.81193
H 6.31085 -4.57646 -2.49339
C 7.50757 -7.16542 -4.46733
Br 7.65604 -7.02406 -6.36973
Br 8.94134 -6.23113 -3.56241
Br 5.77113 -6.58719 -3.84320
H 7.60113 -8.21147 -4.21126
F 4.78543 5.02270 6.45889
Na 7.55352 -3.47302 0.10374
C 4.08271 3.74724 4.79105
C 3.10210 3.01727 4.05696
N 2.27965 2.44263 3.47951
H 3.76143 4.79553 4.94661
H 4.21814 3.30138 5.78410
H 5.02071 3.72496 4.23794
O -4.76144 -2.54646 -6.95185
S -5.95119 -3.29751 -7.22872
O -6.93880 -2.79666 -8.13039
O -6.64683 -3.68387 -5.85287
C -6.94062 -2.61975 -4.92002
C -8.16469 -1.82243 -5.32165
C -5.50533 -4.92957 -7.71313
H -6.06785 -1.97561 -4.80219
H -7.11501 -3.10764 -3.96302
H -7.98567 -1.25643 -6.23488
H -8.43044 -1.11963 -4.53208
H -9.00947 -2.48483 -5.50894
H -4.78341 -5.32088 -7.00096
H -5.06489 -4.86310 -8.70550
H -6.40168 -5.54328 -7.73993
*
```

Values from the calculation:
Gap between HOMO and LUMO (eV): 3.5
E_LUMO (eV): -4.9



(5)
Below is a structure of composition C6H12OS at a distorted geometry, with properties calculated with ωB97M-V with the def2-TZVPD basis set.

Structure (ORCA input):
```
! wB97M-V def2-TZVPD RIJCOSX def2/J DEFGRID3
* xyz 0 1
C 0.43924 -0.69338 0.12085
C -0.05750 0.70831 -0.31453
C -0.56657 -1.83558 0.08257
C 1.41701 -0.67720 1.26127
C -1.15522 0.78824 -1.36041
C -0.27932 1.88438 0.60702
O 1.29288 -0.92760 -1.04962
S 1.70229 0.70723 -1.38364
H -1.16835 -2.26395 0.94386
H 0.07403 -2.72816 -0.30233
H -1.21282 -1.57581 -0.84954
H 0.90588 -0.79820 2.23015
H 2.00678 0.21734 1.29201
H 2.03096 -1.59705 1.14611
H -1.40735 1.81642 -1.67314
H -2.14738 0.27276 -1.02584
H -0.84883 0.10212 -2.28074
H -1.17340 1.67312 1.30323
H -0.40898 2.76110 0.01168
H 0.55664 2.16591 1.24103
*
```

Values from the calculation:
Relative energy (zero: lowest compared OMol25 entry of this formula, charge and spin) (kJ/mol): 235.5
Gap between HOMO and LUMO (eV): 8.5
E_LUMO (eV): 0.4



E_tot across the listed records, respectively: -8273.125 -189124.458 -35228.832 -472100.335 -19296.945 eV.